{
  "formula": "H16O8",
  "method": "ωB97M-V/def2-TZVPD",
  "smiles": "O.O.O.O.O.O.O.O",
  "de_lowest_kj_mol": 243.3,
  "homo_lumo_gap_ev": 10.47,
  "energy_ev": -16639.489,
  "elements": ["O", "H", "H", "O", "H", "H", "O", "H", "H", "O", "H", "H", "O", "H", "H", "O", "H", "H", "O", "H", "H", "O", "H", "H"],
  "positions_angstrom": [[1.39, 2.77, -0.76], [1.15, 3.67, -0.63], [1.77, 2.36, 0.04], [2.92, -0.18, -1.43], [2.65, 0.33, -2.18], [2.16, -0.29, -0.86], [-2.48, -0.10, 1.88], [-2.08, -0.73, 1.32], [-2.14, 0.72, 1.42], [0.49, -0.19, 2.90], [1.31, -0.71, 2.76], [0.83, 0.67, 3.03], [-1.54, 2.05, 0.19], [-0.91, 2.42, 0.85], [-0.97, 1.66, -0.42], [-1.96, -1.56, -0.75], [-2.27, -2.45, -0.43], [-2.53, -1.40, -1.48], [0.45, -0.03, -0.05], [-0.03, -0.81, -0.40], [0.19, -0.03, 0.82], [0.75, -2.60, -1.69], [1.03, -2.80, -2.59], [-0.18, -2.76, -1.54]]
}